1.
Here is a structure of composition C38H45Br2IN12NaOP from OMol25. Energies are from ωB97M-V/def2-TZVPD.

As for the maximum force: 1.093 eV Å⁻¹. Its LUMO energy is 0.0082 Eh. For the gap between HOMO and LUMO, the calculation gives 6.57 eV. As for the molecular weight: 1026.5 g/mol. The HOMO energy comes out at -6.4 eV. As for the total energy: -221958.371 eV.

```
! RIJCOSX wB97M-V def2-TZVPD def2/J DEFGRID3
* xyz 0 1
Na 0.0652 0.2779 0.4493
C 3.4560 -0.6871 5.4771
N 3.5325 -0.5626 4.0337
C 4.4903 -1.1246 3.2349
C 4.1410 -0.8106 1.9525
N 2.9928 -0.0750 1.9407
C 2.6452 0.0681 3.2023
P 1.2971 1.0574 3.9106
C -0.1373 -0.0086 3.5503
N -0.2080 -0.9585 2.6333
C -1.4595 -1.4980 2.7537
C -2.1511 -0.8625 3.7411
N -1.3036 0.0836 4.2479
C -1.6287 1.0509 5.2759
C 1.1011 2.3410 2.6496
N 1.0590 2.1741 1.3416
C 0.9689 3.4257 0.8071
C 0.9678 4.3603 1.8020
N 1.0576 3.6676 2.9761
C 1.0387 4.2612 4.2992
H 4.3842 -1.1267 5.8338
H 2.6251 -1.3296 5.7690
H 3.3276 0.2915 5.9358
H 5.3050 -1.6969 3.6452
H 4.6466 -1.0833 1.0420
H -1.8077 -2.2667 2.0890
H -3.1649 -0.9602 4.0893
H -2.6050 0.8050 5.6854
H -1.6758 2.0550 4.8521
H -0.8873 1.0256 6.0739
H 0.8921 3.5847 -0.2537
H 0.8969 5.4343 1.7819
H 1.4107 5.2809 4.2278
H 1.6822 3.6971 4.9695
H 0.0273 4.2799 4.7071
Br 2.6964 -2.0324 -1.3469
C 1.8193 -3.6163 -0.6525
Br 2.0823 -3.9173 1.2219
H 2.2215 -4.4661 -1.1868
H 0.7580 -3.5009 -0.8298
C -1.0122 -5.6476 0.4525
C -1.4758 -4.2462 0.0855
C -1.6252 -3.9656 -1.3906
C -1.5763 -4.9772 -2.3393
C -1.8203 -4.7098 -3.6821
C -2.1541 -3.4252 -4.0670
C -2.2241 -2.3849 -3.1404
C -2.6717 -1.0190 -3.6049
C -4.1792 -0.9391 -3.8510
C -1.9151 -2.6498 -1.8043
N -1.8727 -1.5968 -0.8685
C -3.0036 -1.0726 -0.5055
C -3.1584 0.0840 0.3042
C -4.3682 0.7017 0.6699
C -4.0004 1.8386 1.3994
C -2.5876 1.8304 1.4105
N -2.0972 0.7683 0.7685
H -0.0978 -5.9233 -0.0770
H -0.8073 -5.7104 1.5215
H -1.7699 -6.3966 0.2150
H -0.8163 -3.4954 0.5291
H -2.4486 -4.0604 0.5538
H -1.3610 -5.9921 -2.0314
H -1.7695 -5.5052 -4.4148
H -2.3762 -3.2121 -5.1078
H -2.1568 -0.7840 -4.5441
H -2.3790 -0.2575 -2.8767
H -4.4828 -1.6369 -4.6336
H -4.4703 0.0666 -4.1588
H -4.7405 -1.1900 -2.9502
H -3.9481 -1.5216 -0.8415
H -5.3628 0.3600 0.4189
H -4.6474 2.5846 1.8359
H -1.9249 2.5655 1.8560
C -1.7324 4.3414 -3.8075
N -1.2070 2.9863 -3.7311
C -1.0194 2.2293 -4.8310
C -0.5368 0.9718 -4.7430
C -0.2720 0.4879 -3.4222
N -0.4177 1.2190 -2.3390
C -0.8815 2.5033 -2.4394
O -1.0173 3.2605 -1.4980
N 0.1590 -0.7865 -3.2641
H -2.0053 4.5522 -4.8394
H -0.9851 5.0562 -3.4669
H -2.6044 4.4338 -3.1638
H -1.2802 2.6862 -5.7766
H -0.3956 0.3580 -5.6187
H 0.0630 -1.1785 -2.3378
H 0.0684 -1.4300 -4.0305
I 4.7541 3.0915 2.0506
C 4.7845 2.4640 0.0368
C 5.9833 2.5458 -0.6654
C 5.9728 2.1247 -1.9836
C 4.7883 1.6524 -2.5370
C 3.6576 1.6227 -1.7393
N 3.6589 2.0210 -0.4648
H 6.8800 2.9194 -0.1933
H 6.8797 2.1664 -2.5733
H 4.7422 1.3169 -3.5642
H 2.7054 1.2657 -2.1217
*
```

2.
Here is the ion C2H6N2P with charge +1 from OMol25. Energies are from ωB97M-V/def2-TZVPD.

As for the maximum force: 4.620 eV Å⁻¹. Its LUMO energy (alpha / beta) is -0.2063 / -0.2040 Eh. For the gap between HOMO and LUMO (alpha / beta), the calculation gives 6.99 / 7.58 eV. As for the molecular weight: 89.1 g/mol. The HOMO energy (alpha / beta) comes out at -12.6 / -13.1 eV. As for the total energy: -14428.769 eV.

```
! RIJCOSX wB97M-V def2-TZVPD def2/J DEFGRID3
* xyz 1 1
C 0.1848 0.4040 -0.0443
C -1.7347 -1.4435 -0.0136
N 1.5921 0.3088 -0.0768
N -0.9959 -0.2659 -0.0989
P 3.0842 -0.5573 -0.0239
H -0.0429 1.4530 -0.0085
H -2.7511 -1.3997 0.2628
H -1.1747 -2.4267 -0.2113
H 2.0118 1.1857 -0.4191
H -1.5589 0.6225 0.1847
H 3.9540 0.6788 0.0165
*
```

Which of these has the highest maximum force? C2H6N2P

Among the records above, which one has the lowest maximum force? C38H45Br2IN12NaOP